{"formula": "C44H119N3O24", "method": "ωB97M-V/def2-TZVPD", "largest_force_ev_per_a": 4.128, "homo_energy_ev": -8.44, "relative_energy_ev": 2.731, "spin_multiplicity": 1, "gap_ev": 8.67, "symbols": ["C", "C", "O", "O", "H", "H", "H", "H", "H", "H", "C", "C", "O", "O", "H", "H", "H", "H", "H", "H", "C", "C", "O", "O", "H", "H", "H", "H", "H", "H", "C", "C", "O", "O", "H", "H", "H", "H", "H", "H", "C", "C", "O", "O", "H", "H", "H", "H", "H", "H", "C", "C", "O", "O", "H", "H", "H", "H", "H", "H", "C", "C", "O", "O", "H", "H", "H", "H", "H", "H", "C", "O", "C", "C", "N", "C", "C", "O", "C", "H", "H", "H", "H", "H", "H", "H", "H", "H", "H", "H", "H", "H", "H", "H", "C", "O", "C", "C", "N", "C", "C", "O", "C", "H", "H", "H", "H", "H", "H", "H", "H", "H", "H", "H", "H", "H", "H", "H", "C", "O", "C", "C", "N", "C", "C", "O", "C", "H", "H", "H", "H", "H", "H", "H", "H", "H", "H", "H", "H", "H", "H", "H", "C", "C", "C", "O", "H", "H", "H", "H", "H", "H", "H", "H", "C", "C", "C", "O", "H", "H", "H", "H", "H", "H", "H", "H", "C", "C", "C", "O", "H", "H", "H", "H", "H", "H", "H", "H", "C", "C", "C", "O", "H", "H", "H", "H", "H", "H", "H", "H"], "positions_angstrom": [[6.1309, 1.2719, 2.1674], [6.0103, 2.1060, 3.5104], [6.2784, 1.3583, 4.6576], [4.9901, 0.5033, 1.7899], [6.9315, 0.5442, 2.3001], [6.5294, 1.7928, 1.2968], [4.9926, 2.4938, 3.5561], [6.5665, 3.0426, 3.4708], [6.3317, 2.0742, 5.2950], [4.7479, -0.0619, 2.5271], [-2.7301, -1.3753, 6.1515], [-1.6165, -1.7930, 7.1646], [-1.8144, -3.2194, 7.5541], [-4.0035, -1.0516, 6.7542], [-2.8176, -2.2168, 5.4642], [-2.5211, -0.6412, 5.3734], [-1.5910, -1.0744, 7.9838], [-0.6648, -1.6793, 6.6456], [-1.1204, -3.3678, 8.2007], [-4.2459, -1.8353, 7.2527], [3.9106, -3.4834, 2.4468], [2.7085, -3.4431, 1.4180], [2.8847, -2.5938, 0.2845], [3.9099, -2.1396, 3.0557], [4.8420, -3.6565, 1.9077], [3.7387, -4.3342, 3.1061], [1.7550, -3.2088, 1.8914], [2.4112, -4.4380, 1.0865], [2.7596, -1.6910, 0.5863], [3.0423, -1.8774, 3.3722], [3.1701, 1.7090, 7.7026], [2.5924, 0.3207, 8.0217], [1.3518, 0.4737, 8.5793], [2.8109, 2.1923, 6.4359], [4.2578, 1.7293, 7.7694], [2.8671, 2.4927, 8.3969], [3.3056, -0.0974, 8.7322], [2.6490, -0.3906, 7.1977], [1.2312, -0.0435, 9.3790], [1.9552, 2.6262, 6.4704], [-2.5781, 2.1900, -3.0184], [-3.2982, 3.4910, -2.6710], [-4.6042, 3.1966, -2.2725], [-1.5964, 2.2594, -3.9868], [-3.2942, 1.4333, -3.3390], [-2.0920, 1.8754, -2.0949], [-3.3269, 3.9858, -3.6418], [-2.8050, 4.1046, -1.9171], [-5.0853, 3.3086, -3.0957], [-0.7856, 2.5213, -3.5445], [-2.9208, 3.4847, 1.7821], [-3.0378, 2.0534, 1.1587], [-3.2471, 1.1964, 2.3172], [-4.1180, 3.8355, 2.4023], [-2.8868, 4.1469, 0.9169], [-2.0113, 3.5684, 2.3770], [-2.0137, 1.8086, 0.8769], [-3.7721, 1.9254, 0.3633], [-3.8367, 1.7852, 2.7940], [-4.8252, 3.7150, 1.7644], [-1.7586, -1.4893, -1.4511], [-0.6865, -1.6381, -0.3504], [-1.0075, -2.8209, 0.3850], [-2.9609, -0.8982, -1.0747], [-1.8533, -2.4338, -1.9870], [-1.3345, -0.7980, -2.1793], [-0.6741, -0.8313, 0.3824], [0.3423, -1.6536, -0.7102], [-0.2415, -3.3996, 0.3845], [-2.9488, -0.9516, -0.1162], [-5.6574, 5.1854, -12.8215], [-4.6554, 5.6428, -11.9263], [-3.8557, 4.5818, -11.4207], [-2.8675, 5.1390, -10.2753], [-1.8574, 4.1824, -9.8690], [-0.9983, 4.4866, -8.7459], [-0.2163, 3.3543, -8.2715], [-1.1882, 2.4576, -7.7099], [-0.8800, 1.1920, -7.1474], [-6.2258, 4.3992, -12.3247], [-5.2982, 4.5979, -13.6665], [-6.2608, 5.9350, -13.3335], [-3.4383, 4.0664, -12.2856], [-4.4633, 3.7717, -11.0171], [-3.5503, 5.3953, -9.4652], [-2.3649, 5.9877, -10.7391], [-2.3372, 3.3027, -9.7422], [-1.6054, 4.9151, -7.9484], [-0.4713, 5.4080, -8.9938], [0.3950, 3.6597, -7.4223], [0.4626, 2.9666, -9.0311], [-0.6928, 0.5879, -8.0351], [-1.7748, 0.6685, -6.8106], [-0.1705, 1.0780, -6.3278], [2.0325, 0.8769, -3.0815], [1.5952, 1.4322, -1.8190], [2.3694, 0.9659, -0.7827], [1.5544, 1.2103, 0.4876], [2.1152, 0.4635, 1.6276], [1.4984, 0.8314, 2.9722], [1.7286, -0.1258, 4.0873], [1.6610, -1.5102, 3.9088], [0.3739, -2.0442, 3.5583], [3.0690, 1.1041, -3.3307], [1.4159, 1.3690, -3.8336], [1.9369, -0.1872, -3.2978], [3.2370, 1.6168, -0.6748], [2.6809, -0.0783, -0.7576], [0.4906, 1.0017, 0.3745], [1.5193, 2.2244, 0.8858], [3.1197, 0.5075, 1.5322], [0.4371, 0.8522, 2.7243], [1.7387, 1.8762, 3.1692], [1.0770, 0.2880, 4.8569], [2.7223, 0.0979, 4.4755], [0.5832, -3.1019, 3.7179], [0.0895, -1.9069, 2.5151], [-0.3686, -1.7697, 4.3076], [6.1532, -4.9462, -4.0011], [4.9574, -4.7460, -4.6031], [4.7746, -3.3475, -4.8863], [3.4008, -2.9473, -5.5396], [2.2012, -3.4911, -4.7757], [0.9165, -2.8243, -5.0139], [-0.2032, -3.6025, -4.1995], [-0.7297, -4.5851, -5.1652], [-1.8518, -5.4004, -4.6735], [5.9949, -6.0088, -3.8170], [6.2676, -4.4751, -3.0249], [6.9617, -4.7283, -4.6989], [5.6268, -2.9775, -5.4564], [4.8936, -2.8746, -3.9114], [3.3818, -3.2076, -6.5979], [3.2653, -1.8695, -5.4492], [2.2397, -4.4978, -4.8476], [0.8186, -2.8144, -6.0995], [1.0139, -1.8299, -4.5783], [-1.0224, -2.9022, -4.0365], [0.3101, -4.0701, -3.3592], [-2.7599, -4.8550, -4.4167], [-1.3516, -5.8726, -3.8279], [-2.0607, -6.2206, -5.3603], [-1.3650, -5.9474, 5.5106], [-0.0992, -5.9873, 4.6347], [0.9825, -6.9063, 5.1940], [-0.6087, -6.4843, 3.4672], [-2.2731, -5.5638, 5.0457], [-1.0653, -5.1953, 6.2404], [-1.7172, -6.8394, 6.0287], [0.0550, -4.9083, 4.6317], [0.6226, -7.9347, 5.2254], [1.2274, -6.7816, 6.2488], [1.9243, -6.8513, 4.6480], [-1.4300, -6.0281, 3.2698], [2.2678, 4.7202, -2.9938], [0.9387, 5.1524, -2.3797], [0.3978, 6.3215, -3.0464], [0.1591, 3.9790, -2.5464], [2.9826, 5.5421, -3.0352], [2.1730, 4.1017, -3.8863], [2.7552, 4.0145, -2.3210], [0.9913, 5.4301, -1.3270], [-0.0685, 6.1883, -4.0225], [1.0976, 7.0864, -3.3831], [-0.2555, 6.8842, -2.3796], [0.7439, 3.2246, -2.4444], [-0.3975, 3.8754, 7.8493], [-0.8060, 2.7339, 6.8869], [-2.3132, 2.8472, 6.5200], [-0.1139, 2.7556, 5.6948], [-0.8663, 3.7367, 8.8235], [-0.7421, 4.8374, 7.4699], [0.6810, 4.0281, 7.8884], [-0.6574, 1.7498, 7.3313], [-2.6782, 1.9975, 5.9430], [-2.5454, 3.7565, 5.9658], [-2.8594, 2.9669, 7.4556], [-0.5318, 2.0703, 5.1681], [-4.6153, -4.7348, 3.5257], [-3.7616, -3.9918, 2.4872], [-4.1587, -2.5061, 2.3849], [-2.3983, -3.9993, 2.9044], [-4.1874, -5.7313, 3.6356], [-5.6469, -4.9215, 3.2272], [-4.5720, -4.0430, 4.3669], [-3.9002, -4.3813, 1.4786], [-3.6137, -2.0739, 1.5457], [-3.9072, -2.0526, 3.3437], [-5.1883, -2.5173, 2.0274], [-1.8388, -3.4687, 2.3325]]}